Here is a gas-phase ion, C8H12FN2 (charge +1) in a non-equilibrium geometry from the Open Molecules 2025 dataset. Energies are from ωB97M-V/def2-TZVPD.

The geometry in XYZ format:
```
23
Properties=species:S:1:pos:R:3:forces:R:3:lowdin_charge:R:1
H -3.889 -0.426 0.879 -0.556 0.468 0.843 0.09
N -3.102 -0.783 0.386 1.561 0.132 -1.299 0.24
C -1.987 -0.210 0.549 -3.131 -2.506 -0.500 -0.37
F -1.827 0.668 1.493 1.247 1.552 0.614 0.16
C -0.827 -0.742 -0.229 0.285 0.732 0.449 -0.06
C -0.948 -2.199 -0.560 -1.721 -0.112 2.302 0.04
N 0.108 0.135 -0.442 -2.476 -3.828 -0.543 -0.02
C 0.360 1.454 -0.195 2.867 2.006 -0.915 -0.10
C 0.087 2.494 -1.340 -0.042 0.251 1.486 -0.01
C 1.494 0.173 -0.617 -1.182 2.550 4.323 -0.04
C 2.299 -0.280 0.535 2.103 -3.310 -2.102 -0.12
C 2.056 -0.461 1.801 0.779 0.375 -0.976 0.06
H -0.421 -2.629 -1.346 1.149 -0.013 -1.676 0.07
H -0.639 -2.829 0.336 -0.439 0.960 -0.642 0.14
H -2.077 -2.365 -0.671 1.723 0.136 0.070 0.12
H 0.329 1.769 0.878 0.350 -0.289 -1.088 0.17
H -0.105 1.921 -2.228 0.071 -0.040 -0.638 0.07
H 0.898 3.285 -1.517 -1.045 -1.462 0.550 0.12
H -0.856 3.010 -1.066 0.517 -0.081 -0.268 0.09
H 1.993 -0.012 -1.485 0.466 0.318 -2.915 0.12
H 3.129 -0.971 0.178 -0.356 1.656 0.214 0.14
H 2.733 -0.859 2.479 1.227 -0.949 0.837 0.07
H 1.191 -0.143 2.182 -3.397 1.453 1.876 0.02
```
Positions in Å, forces in eV/Å.

Net charge   +1
SMILES   [H]/N=C(F)/C(C)=[N+]1\[C@H](C)[C@H]1C=C
Strongest force on any atom   5.16 eV/A
LUMO level   -5.3408 eV
Frontier orbital gap   8.186 eV

***

Here is a molecular structure, C4H5LiLuO2 in a non-equilibrium geometry from the Open Molecules 2025 dataset. Energies are from ωB97M-V/def2-TZVPD.

The geometry in XYZ format:
```
13
Properties=species:S:1:pos:R:3:forces:R:3:lowdin_spin:R:1
H -1.195 0.322 1.545 0.239 0.462 -1.146 0.00
C -0.924 0.469 0.440 -3.163 -0.673 0.840 0.00
C -0.597 -0.900 -0.159 -0.447 -0.137 -0.356 0.00
C 0.917 -1.040 -0.018 0.228 0.072 -0.835 0.01
C 1.383 0.402 -0.052 -2.219 2.036 2.892 0.08
O 0.355 1.187 0.513 5.455 -1.829 -2.692 0.08
O -1.780 1.203 -0.266 1.009 -0.096 0.575 0.02
Li -2.180 2.789 -0.809 -0.312 -0.366 0.116 0.00
Lu 3.537 1.353 -0.451 -1.355 -0.535 0.268 0.80
H -0.892 -0.908 -1.220 0.084 0.105 0.365 0.00
H -1.164 -1.694 0.348 0.333 0.241 -0.122 0.00
H 1.370 -1.652 -0.812 -0.007 0.187 0.232 0.00
H 1.171 -1.530 0.941 0.155 0.533 -0.138 0.00
```
Positions in Å, forces in eV/Å.

Net charge   +2
Strongest force on any atom   6.35 eV/A
LUMO level (alpha / beta)   -10.6435 / -10.6855 eV
Frontier orbital gap (alpha / beta)   4.548 / 4.536 eV
Spin multiplicity   2

***

In eV, the calculated total energy values for the records above are, in order, -14177.1627; -42127.8798.
In kcal per mole, the energy above the lowest of the compared OMol25 structures with the same formula, charge and spin values for the records above are, in order, 64.84; 1.22.